[1]
Molecular formula: C29H30MnN5O4
Method: DFT, wB97M-V/def2-TZVPD

Values from the calculation:
Lowest unoccupied orbital energy (spin up / spin down): -0.018 / -0.016 hartree
Orbital gap (spin up / spin down): 7.081 / 7.368 eV
2S+1: 5

Geometry (Å):
1 Mn 0.23123 0.24653 0.20955
2 O 4.91887 4.04195 -5.33243
3 O 1.11668 -1.57406 -3.02471
4 O 1.63413 -0.36568 -1.20925
5 O 6.21695 2.39907 -5.82918
6 N 1.13800 0.58366 1.94622
7 N -0.49642 -1.23541 1.30428
8 N 5.21654 2.86016 -5.31055
9 N -0.24659 2.19590 -0.17441
10 N -1.19212 0.03048 -1.07886
11 C -2.22821 4.05437 -2.68605
12 C -1.16086 -2.38835 0.72333
13 C 2.63917 0.22815 -3.25468
14 C -1.67270 -1.28323 -1.48807
15 C 0.34090 3.35785 0.48076
16 C -1.12581 -1.96554 4.87482
17 C 2.69742 2.47594 -0.08670
18 C -3.72045 2.09745 -2.87788
19 C 0.57660 0.55394 4.29024
20 C 0.47217 0.04861 2.98362
21 C 3.22085 1.84313 1.19870
22 C -0.78085 -0.95749 5.76933
23 C -1.76989 1.12039 -1.58060
24 C -1.21475 3.58960 -1.87963
25 C -3.41735 3.43322 -3.05287
26 C 4.31000 1.94070 -4.63180
27 C -0.93934 -2.02574 3.51352
28 C 3.08703 2.40981 -4.17302
29 C 2.21813 1.50457 2.29667
30 C 4.68998 0.61993 -4.44759
31 C -0.01995 0.15558 5.47942
32 C -0.93805 -2.41358 -0.78309
33 C -1.08777 2.36208 -1.18115
34 C 1.70773 -0.66813 -2.45670
35 C 3.84902 -0.23422 -3.75599
36 C -0.37693 -1.09374 2.60924
37 C 1.77499 3.68626 0.03840
38 C -2.95613 1.07664 -2.33039
39 C 2.25341 1.54627 -3.49087
40 H 2.18599 1.70968 -0.66301
41 H -1.64136 -2.81470 5.30981
42 H 1.81013 2.44494 2.68851
43 H -4.14938 4.04353 -3.56642
44 H 5.63579 0.28435 -4.84676
45 H -4.68153 1.78160 -3.26858
46 H 0.12825 -2.33512 -0.99469
47 H 3.75314 0.93131 0.91430
48 H -1.12147 -1.06658 6.79103
49 H -0.29058 4.23428 0.32049
50 H -1.52958 -1.39480 -2.56644
51 H 1.16051 1.45709 4.38336
52 H 1.28715 1.89015 -3.14091
53 H 3.94820 2.51354 1.66520
54 H 4.13654 -1.26657 -3.60730
55 H -1.32549 -2.92340 3.05073
56 H 2.19101 4.42042 0.73543
57 H -0.39304 4.27869 -1.73288
58 H 2.81129 3.43810 -4.35729
59 H -2.74236 -1.38561 -1.26254
60 H 3.56766 2.76826 -0.67747
61 H 0.16505 0.81656 6.31944
62 H -2.09392 5.06278 -3.06277
63 H 1.72894 4.16831 -0.94307
64 H -1.29518 -3.36058 -1.18799
65 H 2.79570 1.04756 3.10686
66 H -0.75177 -3.30828 1.15333
67 H 0.31758 3.15392 1.55173
68 H -3.39171 0.09356 -2.43474
69 H -2.23699 -2.36206 0.94189


[2]
Molecular formula: C29H30NO4V
Method: DFT, wB97M-V/def2-TZVPD

Values from the calculation:
Lowest unoccupied orbital energy (spin up / spin down): -0.018 / -0.158 hartree
Orbital gap (spin up / spin down): 5.107 / 1.133 eV
2S+1: 3

Geometry (Å):
1 V 0.39343 -0.14322 0.60560
2 O -1.20748 -0.95765 3.38592
3 O 0.94072 -2.01755 -3.00922
4 O -3.88710 -3.24943 1.29092
5 O -1.81673 -1.81927 1.37706
6 N 0.92328 0.11615 -4.02652
7 C -2.94628 -2.52013 3.37205
8 C -4.94858 -3.92719 3.30983
9 C 2.38229 0.20077 1.49290
10 C 2.83778 -0.66646 -0.95873
11 C -1.90868 -1.69963 2.66276
12 C 2.43805 -0.82603 0.49348
13 C 1.61388 -0.29234 2.60653
14 C 1.68253 4.19279 -3.05395
15 C -0.96800 3.35880 -3.30994
16 C -1.68592 0.98703 0.64049
17 C -3.98067 -3.25329 5.43638
18 C 0.64476 5.07020 -2.71995
19 C -3.92377 -3.22907 2.62633
20 C -0.85062 1.33241 1.75256
21 C 0.06963 2.44206 -3.55120
22 C -1.07698 1.49991 -0.53822
23 C 0.29156 2.04578 1.24616
24 C 1.12708 -0.80340 -2.98987
25 C 0.16148 2.12370 -0.16863
26 C 1.68901 -1.96474 1.00854
27 C 3.44791 -2.00479 -1.36719
28 C 1.48530 -0.23361 -1.64504
29 C -2.98961 -2.54381 4.76907
30 C -0.68502 4.65301 -2.86027
31 C -4.95692 -3.94177 4.69931
32 C -0.26132 1.00298 -3.88916
33 C 1.39563 2.87998 -3.46997
34 C 1.25530 -1.64019 2.33481
35 C 3.88288 0.43383 -1.11186
36 H 1.38846 0.27138 3.51432
37 H 3.95669 -1.93213 -2.32899
38 H -5.73532 -4.49563 5.22661
39 H -3.04625 -2.69943 1.06192
40 H 0.93559 -0.32770 -4.93440
41 H -1.50116 5.34167 -2.62576
42 H -2.00725 3.04939 -3.45895
43 H 0.87071 6.07685 -2.35900
44 H 4.73533 0.23962 -0.44449
45 H -5.71099 -4.44397 2.72235
46 H 1.44962 0.85445 -1.76296
47 H 2.19121 2.19106 -3.76576
48 H 0.58826 -0.65965 -1.06251
49 H 4.25933 0.42977 -2.14033
50 H -1.06150 1.12088 2.79330
51 H 2.70370 -2.80425 -1.42661
52 H 0.82520 -2.36482 3.03147
53 H -1.57197 1.55830 -1.50375
54 H 3.49879 1.43859 -0.88795
55 H -0.86130 0.96959 -4.81480
56 H 4.20713 -2.28800 -0.61818
57 H -2.22249 -1.97600 5.29447
58 H 2.93368 1.13779 1.43345
59 H -3.98071 -3.25843 6.52747
60 H -0.89548 0.58505 -3.09049
61 H 1.56900 -2.91753 0.50028
62 H 1.02861 2.58056 1.83762
63 H 0.82162 2.68134 -0.82916
64 H 2.72382 4.51623 -3.00681
65 H -2.66116 0.51919 0.67668


[3]
Molecular formula: C29H31BF10N11S3Sc
Method: DFT, wB97M-V/def2-TZVPD

Values from the calculation:
Lowest unoccupied orbital energy: -0.007 hartree
Orbital gap: 6.410 eV
2S+1: 1

Geometry (Å):
1 Sc 0.01134 -0.10424 0.50065
2 S 0.50895 -0.59176 -3.94589
3 S 0.10193 -2.78093 0.34960
4 S -1.42653 2.88219 2.05455
5 F -0.50900 5.60628 1.27852
6 F -1.41712 -0.39070 -1.34516
7 F 4.01237 4.84015 2.09320
8 F 3.55978 2.30204 2.63439
9 F 2.03691 6.52993 1.33074
10 F 0.16180 1.42171 -0.57346
11 F -5.03110 0.42299 1.55407
12 F -6.58101 0.86563 -0.52356
13 F -3.01186 0.13762 -3.48251
14 F -5.65069 0.76190 -3.07964
15 N -1.86243 3.24394 -0.57923
16 N -1.72219 -3.48033 -1.55819
17 N -2.18839 -0.37716 1.11124
18 N -3.66059 3.40935 0.83941
19 N 2.55791 -2.17023 -2.93488
20 N 2.22224 -0.45192 -0.03746
21 N 4.29402 -1.10857 0.13186
22 N -0.55747 -0.54632 3.47759
23 N 3.19329 -0.27053 -3.77832
24 N 0.95424 1.14583 2.16772
25 N 0.31138 -3.41049 -2.31664
26 C 2.08862 -1.04205 -3.51974
27 C 3.00458 -1.46831 0.25785
28 C -1.58530 -1.52334 3.18327
29 C -0.51254 -3.79085 -3.35298
30 C -2.68655 -0.81182 2.41702
31 C 3.05161 0.59518 -0.39833
32 C 3.94000 -2.10078 -2.85350
33 C 3.12784 1.05984 -4.33832
34 C 1.69889 0.32110 3.10416
35 C -2.36159 3.21814 0.63063
36 C -4.48284 0.25433 0.33030
37 C -3.50281 0.19261 -2.25042
38 C 0.49091 4.74854 1.50211
39 C -4.84147 0.49636 -2.04697
40 C 0.22269 3.40269 1.72977
41 C -0.84349 0.23547 4.66280
42 C 2.77316 4.37450 1.96623
43 C 1.76800 5.24317 1.56920
44 C 0.83862 -0.92785 3.42173
45 C -3.12005 -0.06560 0.18358
46 C 4.34335 -0.93235 -3.38196
47 C -2.87124 -3.48894 -0.66560
48 C -2.71197 -0.06077 -1.15993
49 C 1.25659 2.45270 2.02063
50 C 2.52034 3.04687 2.22107
51 C -0.43045 -3.21271 -1.23475
52 C -1.77874 -3.84118 -2.89455
53 C -5.30828 0.52445 -0.75010
54 C 4.34260 0.20187 -0.29824
55 B 1.86814 -3.48944 -2.42342
56 H 1.90223 0.86986 4.02828
57 H 2.83883 1.02797 -5.38870
58 H -4.03039 3.38604 1.77441
59 H 2.37899 1.64319 -3.80767
60 H -3.50097 -2.61744 -0.82742
61 H -3.52445 -1.50588 2.29281
62 H -3.45350 -4.38998 -0.85056
63 H -4.31380 3.43043 0.07452
64 H -0.97395 2.75726 -0.72750
65 H -3.05130 0.02688 3.01830
66 H -2.52014 -3.48472 0.35966
67 H 1.19176 -1.38059 4.35987
68 H -2.00193 -1.98745 4.09054
69 H -1.17441 -2.31725 2.56002
70 H -2.70538 -4.08766 -3.38357
71 H 2.65078 1.54061 -0.72037
72 H -0.74292 -0.36729 5.58034
73 H 0.96288 -1.68308 2.63483
74 H 2.66717 -0.00984 2.72098
75 H -2.46152 3.38507 -1.37766
76 H 5.08024 -1.71478 0.27650
77 H -0.16145 1.08546 4.72891
78 H 4.10744 1.52514 -4.23926
79 H 2.32359 -3.73684 -1.32650
80 H -1.85895 0.63101 4.62410
81 H 5.26857 0.71948 -0.48358
82 H -0.11740 -3.99089 -4.33333
83 H 4.51760 -2.91612 -2.44742
84 H 5.32780 -0.51258 -3.50714
85 H 2.10212 -4.36704 -3.23028
86 H 2.66611 -2.45715 0.52673


[4]
Molecular formula: C29H31Br5F3N6
Method: DFT, wB97M-V/def2-TZVPD

Values from the calculation:
Lowest unoccupied orbital energy: -0.158 hartree
Orbital gap: 6.874 eV
Charge: +1
2S+1: 1

Geometry (Å):
1 Br 2.30370 -1.16692 -0.77526
2 Br 3.70717 1.24988 2.98231
3 Br 1.96179 3.55083 0.68789
4 Br -2.38230 -0.01241 8.41429
5 Br -4.07541 -0.60936 5.14696
6 F -1.38416 -0.31120 5.74522
7 F -1.93765 2.26097 7.03121
8 F -4.04180 1.63354 7.00473
9 N -1.87115 -4.55924 -3.19394
10 N 4.74958 -0.80693 -4.98310
11 N -0.88573 3.58538 2.19410
12 N 0.68086 -0.39359 1.47263
13 N -0.46111 -0.10954 2.06924
14 N -2.11139 3.57872 -0.71676
15 C -0.34128 2.31219 1.92609
16 C -3.76312 4.33181 -2.28867
17 C 2.64141 0.46418 0.32747
18 C 3.81869 -1.35484 1.83922
19 C 1.29072 0.70938 1.09054
20 C -2.96504 4.50335 -1.16975
21 C 4.34246 -0.38337 -3.78487
22 C 4.35179 0.94604 -3.39355
23 C -2.27394 -1.72098 1.45139
24 C -2.39134 1.22050 2.98008
25 C 4.81340 1.89249 -4.29438
26 C 0.52569 -4.45727 -3.27451
27 C 0.90213 2.07539 1.27444
28 C 5.18864 0.12120 -5.83619
29 C 3.79884 0.14461 1.33345
30 C -2.49456 0.47467 5.51313
31 C -1.79199 -5.81339 -3.64623
32 C -1.18742 -1.32512 2.52235
33 C -2.79291 2.16333 -2.53435
34 C -0.71967 -3.90835 -3.01690
35 C 5.24260 1.47553 -5.54303
36 C -1.01003 1.07465 2.29736
37 C -2.27752 -2.99426 0.89492
38 C -3.67181 3.13648 -2.98307
39 C -0.59704 -6.45698 -3.93215
40 C -2.04202 2.43177 -1.40306
41 C -2.22448 1.60341 4.49333
42 C 0.58497 -5.76011 -3.74124
43 C -2.77397 1.18962 6.91441
44 H -0.81398 -2.89118 -2.64766
45 H 4.83810 2.94201 -4.02652
46 H 4.78001 0.31947 0.85981
47 H -2.01858 -3.06164 -0.17916
48 H 1.42609 -3.87853 -3.11373
49 H 4.27622 -1.34200 2.85084
50 H -2.74253 -6.31727 -3.78314
51 H 4.00696 1.23290 -2.40843
52 H -2.69335 1.21796 -3.05053
53 H 5.61030 2.18335 -6.27357
54 H -1.34248 1.69807 -1.01263
55 H -0.59335 -7.47601 -4.29465
56 H -2.91149 2.44299 4.72748
57 H -3.03518 -0.95536 1.21174
58 H 4.45075 -1.94358 1.15291
59 H -1.18167 1.96478 4.63569
60 H -0.50227 -2.19216 2.55725
61 H -2.84667 2.11050 2.49265
62 H -2.99962 5.42346 -0.59664
63 H 5.51055 -0.25267 -6.80198
64 H 2.80341 -1.76763 1.97241
65 H 1.53936 -6.22611 -3.95348
66 H 3.99335 -1.15999 -3.11368
67 H -3.08771 0.39425 2.77355
68 H -1.58938 -1.22132 3.54832
69 H -1.71838 3.67346 1.59768
70 H -4.27826 2.96482 -3.86361
71 H 2.86277 1.24955 -0.40739
72 H -2.58265 -3.88386 1.48214
73 H -1.15802 3.65156 3.17666
74 H -4.43793 5.11412 -2.60804


[5]
Molecular formula: C29H31ClN4PPd
Method: DFT, wB97M-V/def2-TZVPD

Values from the calculation:
Lowest unoccupied orbital energy: -0.132 hartree
Orbital gap: 4.957 eV
Charge: +1
2S+1: 1

Geometry (Å):
1 Pd 0.26679 -0.13099 0.51507
2 Cl -1.72265 -2.26356 0.51101
3 P -1.52962 0.97061 0.08551
4 N 0.60270 -1.38616 -1.98254
5 N 3.28395 -3.76834 -3.17987
6 N 0.86829 -0.88573 3.56298
7 N 2.39938 -0.41807 1.19521
8 C -5.50894 -1.23178 1.07580
9 C -2.79423 4.89535 0.21190
10 C -1.46082 0.97178 -4.54710
11 C 2.25177 -2.67055 -3.33456
12 C 4.42834 -0.84499 2.46557
13 C -1.93914 2.67253 0.58876
14 C 3.00658 -0.74732 2.37285
15 C -3.14917 -1.27973 0.65646
16 C -2.56902 5.21536 1.54223
17 C -0.57797 1.75029 -3.80475
18 C -3.10633 0.10373 0.48697
19 C -0.66350 1.76519 -2.42097
20 C 3.15627 -0.13578 0.15364
21 C 2.22540 -0.97589 3.55262
22 C -4.31133 0.79751 0.62354
23 C -2.48599 3.62752 -0.26490
24 C -1.69674 3.00851 1.91947
25 C 4.55879 -0.18876 0.16064
26 C -2.02115 4.26811 2.39775
27 C 4.28421 -1.42924 4.78229
28 C -4.33171 -1.94827 0.94698
29 C 1.52303 -2.47461 -2.00098
30 C 5.05356 -1.19646 3.67600
31 C -2.53161 0.26300 -2.50424
32 C -5.49775 0.14509 0.91287
33 C -1.64322 1.02324 -1.75025
34 C 5.18885 -0.55683 1.31280
35 C -2.43315 0.23167 -3.89293
36 C 2.89389 -1.31490 4.71998
37 H 0.34350 -0.46189 2.80749
38 H 0.98769 -3.39516 -1.74715
39 H -3.30721 -0.31424 -2.01559
40 H 0.03803 2.35804 -1.84310
41 H -2.81300 6.20314 1.91081
42 H 4.74564 -1.69335 5.72461
43 H 2.63566 0.18277 -0.74295
44 H -6.43033 -1.74944 1.30755
45 H -1.39967 0.95863 -5.62775
46 H 3.94589 -3.52237 -2.44031
47 H 0.17256 2.34937 -4.30565
48 H -6.41233 0.71445 1.01498
49 H 3.80686 -3.92950 -4.04111
50 H 6.13334 -1.26023 3.70972
51 H -3.13599 -0.36373 -4.46259
52 H 1.57605 -2.96681 -4.13436
53 H 2.30761 -1.48918 5.61428
54 H 2.83311 -4.64456 -2.90967
55 H -2.68085 3.38371 -1.30198
56 H 6.26910 -0.60906 1.37549
57 H -4.31705 -3.02191 1.07420
58 H -4.31460 1.87321 0.50606
59 H -1.24178 2.27648 2.57753
60 H -1.83481 4.51611 3.43467
61 H -0.27320 -1.52706 -2.46645
62 H -3.21672 5.63172 -0.45986
63 H 2.78667 -1.76910 -3.62815
64 H 0.41974 -0.88932 4.46174
65 H 2.27717 -2.32074 -1.21733
66 H 0.97194 -0.46910 -2.19145
67 H 5.10915 0.08756 -0.72949


[6]
Molecular formula: C29H31F6N4SeSiTi
Method: DFT, wB97M-V/def2-TZVPD

Values from the calculation:
Lowest unoccupied orbital energy (spin up / spin down): 0.015 / 0.005 hartree
Orbital gap (spin up / spin down): 7.083 / 7.956 eV
2S+1: 2

Geometry (Å):
1 Se 1.83618 -0.99192 -2.21060
2 Ti 0.83736 -0.53614 0.49140
3 Si 0.02685 0.46459 3.61556
4 F 1.08220 -3.14318 2.56249
5 F -1.25565 -2.80431 1.37591
6 F 2.16770 -2.74516 0.71125
7 F 2.85986 0.31593 0.27054
8 F -0.37182 -3.18584 -0.61204
9 F 1.09234 -4.63135 0.99992
10 N 1.18946 0.06476 2.37104
11 N 1.11333 -2.88307 -4.21006
12 N -0.35433 0.63963 -0.19011
13 N -0.38278 -1.34002 -4.01176
14 C 3.18234 -0.46778 3.78957
15 C 0.79227 -1.77669 -3.50838
16 C 3.43506 -0.05782 1.49696
17 C -1.24545 1.41044 -0.65442
18 C -0.79148 -2.17267 -5.02987
19 C 4.53940 -0.74030 3.85943
20 C 4.77227 -0.34729 1.51418
21 C -5.00432 1.52488 -0.15549
22 C -5.32802 0.17718 -0.21342
23 C -1.64255 0.68574 2.80675
24 C -1.08311 -0.14904 -3.56350
25 C -1.24532 4.49347 -2.87007
26 C -2.68002 1.00052 -0.55819
27 C 0.77543 4.45612 -1.57788
28 C 2.32375 -3.65799 -4.00469
29 C 1.02506 -3.32493 1.24484
30 C -4.32707 -0.76119 -0.42532
31 C -3.69076 1.93371 -0.32906
32 C 0.36620 3.28341 -0.96798
33 C -3.01401 -0.35314 -0.58653
34 C 2.54668 -0.13779 2.58301
35 C -0.85929 2.70292 -1.29256
36 C 0.53006 2.06857 4.44979
37 C 5.34349 -0.69903 2.73012
38 C -1.66006 3.32231 -2.25220
39 C -0.14495 -2.55442 0.59919
40 C -0.15939 -0.87344 4.92066
41 C 0.14476 -3.13568 -5.15717
42 C -0.02844 5.06590 -2.53321
43 H 2.58071 -0.53461 4.68515
44 H -2.22557 -1.08736 -0.70230
45 H -0.34995 0.55747 -3.17941
46 H -4.56624 -1.81664 -0.44809
47 H 2.32682 -4.07677 -3.00000
48 H -1.00993 -0.61333 5.55682
49 H -1.70615 -2.00444 -5.56845
50 H 6.39693 -0.93277 2.78699
51 H -0.36588 -1.84379 4.46525
52 H -2.60702 2.87918 -2.53205
53 H 0.80887 2.81888 3.70744
54 H -1.82805 -0.04350 2.01595
55 H -1.61243 0.28287 -4.41019
56 H 5.34425 -0.28639 0.59822
57 H 2.34394 -4.45412 -4.74410
58 H 1.72525 4.89784 -1.30537
59 H -6.35274 -0.14253 -0.07428
60 H 0.29504 5.98001 -3.01386
61 H 0.70743 -0.98660 5.57243
62 H 4.97135 -1.00171 4.81669
63 H 3.19522 -3.01674 -4.11793
64 H -1.74647 1.67904 2.36563
65 H 0.99286 2.80424 -0.22649
66 H -5.77488 2.26053 0.03631
67 H 0.20889 -3.97396 -5.82629
68 H -1.87633 4.95645 -3.61817
69 H -1.78786 -0.39737 -2.77400
70 H -3.44507 2.98588 -0.26488
71 H 1.37403 1.93833 5.13018
72 H -0.30352 2.46753 5.03299
73 H -2.42677 0.56448 3.55768


Quick rundown of energy above the lowest of the compared OMol25 structures with the same formula, charge and spin, same order as above: 0.0; 268.5; 34.5; 0.0; 0.0; 53.8 kJ/mol
Quick rundown of total energy, same order as above: -2848.7538; -2422.6300; -4704.9986; -14621.4508; -2271.9249; -5482.3958 Ha